Entry 1:
12
Properties=species:S:1:pos:R:3:forces:R:3 method="wB97M-V/def2-TZVPD" smiles=N#CC1(N)CC1 total_charge=0 e_above_lowest_ev=1.290 orbital_gap_ev=11.0293 homo_energy_ha=-0.3707 total_energy_ha=-265.4882
N -2.3806 -0.6929 1.3233 1.0 0.2 -0.4
C -1.3575 -0.4109 0.8585 -0.8 -0.2 0.4
C -0.1024 0.0458 0.2733 -0.1 -0.1 -0.1
N 0.7844 0.8085 1.1082 0.0 0.0 0.2
C 0.5608 -0.8153 -0.7706 0.1 -0.2 0.0
C -0.1771 0.4135 -1.1936 -0.1 0.2 -0.1
H 0.2694 1.4144 1.7383 0.1 0.0 -0.1
H 1.3662 0.1956 1.6691 -0.1 0.0 0.0
H 0.1320 -1.7884 -0.9863 0.0 0.2 0.0
H 1.6464 -0.7757 -0.7673 -0.2 0.0 0.0
H 0.3980 1.2886 -1.4754 -0.1 -0.1 0.0
H -1.1340 0.2871 -1.6908 0.2 0.0 0.1

=====

Entry 2:
112
Properties=species:S:1:pos:R:3:forces:R:3 method="wB97M-V/def2-TZVPD" total_charge=+1 e_above_lowest_ev=0.753 spin_multiplicity=4 orbital_gap_ev="7.2630 / 6.6372" homo_energy_ha="-0.3591 / -0.3760" total_energy_ha=-4503.9487
Re -0.1098 0.0392 1.2344 1.0 -0.5 0.6
I -1.1888 -4.7553 6.8110 0.0 0.1 -0.1
C -1.3360 -3.1979 5.4275 0.0 -0.2 0.0
C -1.2813 -1.8849 5.8560 0.0 0.2 0.1
C -1.3641 -0.8529 4.9306 0.0 0.0 -0.1
I -1.2459 1.1309 5.5423 0.0 0.0 0.0
C -1.5012 -1.1094 3.5659 -0.2 0.0 0.1
O -1.5765 -0.1363 2.6610 0.3 0.0 0.3
C -1.5687 -2.4529 3.1599 0.0 0.3 -0.2
C -1.7134 -2.6746 1.6855 0.1 -0.2 0.1
N -0.5603 -2.1125 0.9266 -0.4 0.1 -0.1
C 0.6519 -2.9295 1.1068 0.1 -0.1 0.0
C 1.5067 -2.4260 2.2315 -0.1 0.0 0.1
C 2.4945 -3.2051 2.8105 0.0 0.0 0.1
C 3.1700 -2.7110 3.9132 0.0 -0.1 0.0
C 2.8201 -1.4678 4.4203 0.0 0.0 0.1
C 1.8449 -0.7406 3.7718 0.0 0.0 0.0
N 1.2246 -1.2005 2.6787 0.1 0.0 -0.3
C -1.4870 -3.4819 4.0769 0.1 -0.1 0.0
H -1.1714 -1.6582 6.9080 0.0 0.0 0.0
H -1.7966 -3.7419 1.4701 0.0 0.0 0.0
H -2.5993 -2.1795 1.3174 -0.1 0.2 -0.1
H -0.7910 -2.0804 -0.0631 -0.2 -0.1 -0.1
H 0.3639 -3.9609 1.3221 0.0 0.0 0.0
H 1.2126 -2.9356 0.1792 0.1 0.1 0.1
H 2.7063 -4.1902 2.4145 0.0 0.0 0.0
H 3.9435 -3.2990 4.3895 0.0 0.0 0.0
H 3.2900 -1.0674 5.3077 0.0 0.0 0.0
H 1.5294 0.2295 4.1362 0.0 0.0 0.0
H -1.5396 -4.5117 3.7417 0.0 0.0 0.0
C -2.7423 0.3522 -1.9389 0.0 -0.1 0.0
N -2.7871 -0.7060 -0.9005 -0.2 -0.1 -0.1
C -2.9588 -1.9905 -1.6062 -0.1 0.1 0.0
N -4.1586 -2.0337 -2.4332 0.0 0.0 -0.1
C -4.0658 -0.9521 -3.4229 0.0 0.0 0.1
N -3.9321 0.3594 -2.7846 0.0 0.0 -0.1
C -5.1032 0.5762 -1.9283 0.1 -0.1 0.0
N -5.2174 -0.4655 -0.9017 -0.1 0.0 0.0
C -4.0041 -0.4497 -0.0931 0.1 0.1 -0.1
C -5.3170 -1.7652 -1.5695 0.1 0.0 0.0
H -1.8616 0.1912 -2.5615 0.0 0.0 0.0
H -2.6476 1.3166 -1.4427 0.0 -0.1 0.0
H -3.0171 -2.8072 -0.8812 0.0 0.0 0.1
H -2.0858 -2.1503 -2.2475 0.0 0.0 0.0
H -4.9627 -0.9610 -4.0424 0.0 0.0 0.0
H -3.1998 -1.1305 -4.0635 0.0 0.0 0.0
H -6.0030 0.5715 -2.5437 0.0 0.0 0.0
H -5.0152 1.5491 -1.4425 0.0 0.0 0.0
H -4.1011 -1.1944 0.6963 0.0 -0.1 0.0
H -3.8879 0.5256 0.3828 0.0 0.0 0.0
H -6.2232 -1.7916 -2.1745 0.0 0.0 0.0
H -5.3822 -2.5506 -0.8124 0.0 0.0 0.0
C 0.6990 -0.0785 -3.6430 0.0 0.0 0.0
C 1.5828 0.8791 -2.8318 0.0 0.0 0.0
C 2.6358 1.4719 -3.7783 0.0 0.0 0.0
C 0.6631 2.0098 -2.3393 0.0 0.0 0.0
P 2.2387 -0.0680 -1.3318 -0.2 0.1 -0.2
N 1.0685 -0.2664 -0.2865 0.3 0.2 0.2
C 2.8468 -1.7585 -1.9231 0.0 0.0 -0.1
C 3.6871 -2.4024 -0.8037 0.0 0.0 0.0
C 3.7190 -1.7442 -3.1898 0.0 -0.1 0.1
C 1.6300 -2.6647 -2.2121 0.0 -0.1 0.0
C 3.6762 0.8806 -0.5636 0.0 0.0 0.0
C 4.9978 0.8629 -1.3447 0.0 0.0 0.1
C 3.2414 2.3497 -0.4270 0.0 0.0 0.0
C 3.9434 0.3312 0.8509 0.0 0.0 0.0
H 0.1122 0.5098 -4.3538 0.0 0.0 0.0
H 0.0070 -0.6273 -3.0057 0.0 0.0 0.0
H 1.2811 -0.7910 -4.2210 0.0 0.0 0.0
H 2.1088 1.8890 -4.6412 0.0 0.0 0.0
H 3.3457 0.7374 -4.1547 0.0 0.0 0.0
H 3.1929 2.2882 -3.3233 0.0 0.0 0.0
H 0.0732 2.3628 -3.1915 0.0 0.0 0.0
H 1.2159 2.8639 -1.9563 0.0 0.0 0.0
H -0.0244 1.6688 -1.5653 0.0 0.0 -0.1
H 4.6804 -1.9638 -0.7499 0.0 0.0 0.0
H 3.8192 -3.4634 -1.0338 0.0 0.0 0.0
H 3.2349 -2.3195 0.1854 0.0 0.0 -0.1
H 4.6041 -1.1238 -3.0901 0.1 0.1 0.0
H 3.1733 -1.4269 -4.0744 0.0 0.0 0.0
H 4.0572 -2.7688 -3.3717 0.0 0.0 0.0
H 0.7716 -2.4132 -1.5930 -0.1 0.0 0.0
H 1.9007 -3.7098 -2.0335 0.0 0.1 0.0
H 1.3119 -2.5900 -3.2472 0.0 0.0 0.0
H 4.8935 1.2197 -2.3661 0.0 0.0 0.0
H 5.4651 -0.1188 -1.3656 0.0 0.0 0.0
H 5.6923 1.5359 -0.8312 0.0 0.0 0.0
H 3.2860 2.8722 -1.3799 0.0 0.0 0.0
H 3.9359 2.8580 0.2491 0.0 0.0 0.0
H 2.2296 2.4552 -0.0360 0.0 0.0 0.0
H 4.6220 -0.5165 0.8371 0.0 -0.1 0.0
H 3.0282 0.0252 1.3562 0.0 0.1 0.0
H 4.4206 1.1113 1.4470 0.0 0.0 0.0
C -1.1505 1.6131 0.6089 -0.5 -0.1 -0.5
C -1.7894 2.6289 0.3920 0.2 0.1 0.1
C -2.5249 3.8151 0.0915 -0.1 0.1 0.0
C -3.4948 4.2919 0.9819 0.0 0.0 0.0
C -4.2134 5.4366 0.6780 0.0 0.0 0.0
C -3.9769 6.1158 -0.5105 0.0 0.0 0.0
C -3.0188 5.6481 -1.4000 0.0 0.0 0.0
C -2.2947 4.5037 -1.1053 0.0 0.0 0.0
H -3.6727 3.7540 1.9051 0.0 0.0 0.0
H -4.9626 5.8004 1.3695 0.0 0.0 0.0
H -4.5425 7.0087 -0.7452 0.0 0.0 0.0
H -2.8379 6.1754 -2.3280 0.0 0.0 0.0
H -1.5483 4.1300 -1.7970 0.0 0.0 0.0
Cl 2.0207 4.9487 2.0299 0.0 -0.1 -0.1
C 2.1264 3.6023 3.1679 0.2 0.4 0.2
Cl 1.2706 3.9947 4.6570 -0.1 0.0 0.0
Cl 3.8148 3.2185 3.5317 0.0 -0.1 -0.1
C 1.5000 2.4428 2.5491 0.1 0.3 0.1
N 0.9727 1.5747 2.0357 -0.5 -0.2 -0.1

=====

Entry 3:
16
Properties=species:S:1:pos:R:3:forces:R:3 method="wB97M-V/def2-TZVPD" total_charge=+1 e_above_lowest_ev=5.382 orbital_gap_ev=8.9962 homo_energy_ha=-0.4899 total_energy_ha=-305.0322
C -2.1464 -1.3400 0.1857 -1.1 6.7 0.9
C 3.4221 0.2690 0.5571 0.8 -1.1 0.1
C 1.4882 -0.4734 -0.7715 -0.5 2.2 0.7
C -2.3827 -0.0207 0.3639 0.9 -2.8 -0.5
C -2.5019 1.2588 0.4876 -1.1 2.1 -0.7
N 2.4802 -0.4133 0.0724 -0.6 0.8 0.7
N 0.2715 0.0420 -0.6825 -1.6 -0.4 -2.3
H -2.9581 -1.8580 -0.0338 -3.3 -2.9 -0.8
H -1.2348 -1.7089 0.3528 3.2 -1.7 0.4
H 3.9808 -0.1578 1.3763 -0.2 -0.3 0.4
H 3.9520 1.1501 0.1923 -1.0 0.4 -0.6
H 1.7069 -0.9105 -1.6887 0.4 -1.1 -1.5
H -2.7597 1.7798 1.3988 0.1 -0.5 0.6
H -0.3745 -0.0660 -1.5957 2.0 0.1 3.0
H -2.6548 2.0162 -0.3318 0.7 -1.3 0.3
H -0.2887 0.4328 0.1171 1.2 -0.2 -0.6

=====

Entry 4:
15
Properties=species:S:1:pos:R:3:forces:R:3 method="wB97M-V/def2-TZVPD" total_charge=0 spin_multiplicity=3 orbital_gap_ev="7.9714 / 6.1763" homo_energy_ha="-0.2923 / -0.3385" total_energy_ha=-1641.8374
C 0.4108 -1.0680 -0.1014 -0.2 -0.8 -0.5
C -0.6728 -0.5517 -0.8163 0.4 -0.2 0.1
C 1.3753 -0.4767 0.7429 -1.4 -2.7 -0.4
C -1.1976 0.7786 -0.8595 0.3 0.9 3.0
C -1.1311 1.7623 0.0783 0.1 0.3 -0.8
N 1.4222 1.9706 -0.5433 -1.1 1.0 -2.4
O 2.3943 1.7007 1.5996 0.2 0.2 1.6
S 2.1587 0.9636 0.3826 3.0 1.4 -0.1
Cl -2.1394 1.2004 -2.1735 -1.1 0.0 -2.2
Cl 1.3367 1.5850 -2.2243 0.3 0.0 0.6
H 0.5183 -2.1453 -0.4004 0.1 0.8 1.3
H -1.2001 -1.2436 -1.4746 0.4 0.1 0.1
H 2.0599 -1.0301 1.4308 -0.9 0.1 -0.7
H -1.4187 2.7669 -0.2470 -0.3 -0.4 0.3
H -0.6873 1.7599 1.0566 0.3 -0.7 0.2

=====

Entry 5:
55
Properties=species:S:1:pos:R:3:forces:R:3 method="wB97M-V/def2-TZVPD" smiles="CCOC(=O)c1c(C)[nH]c(C(=O)COC(=O)CCS(=O)(=O)c2ccc(C)cc2)c1C" total_charge=0 e_above_lowest_ev=0.066 orbital_gap_ev=8.8780 homo_energy_ha=-0.3089 total_energy_ha=-1794.8895
C -0.9672 1.4893 5.3156 -0.3 -0.2 -0.3
C -2.3360 1.1348 4.7506 0.1 0.0 0.6
O -2.2506 0.7408 3.3845 0.0 0.0 -0.4
C -1.9191 -0.5398 3.1442 0.0 -0.3 0.2
O -1.7289 -1.3444 4.0292 0.0 0.1 0.1
C -1.8360 -0.8367 1.7152 0.1 -0.2 -0.4
C -1.4062 -2.0606 1.1877 -0.2 0.1 0.2
C -0.8820 -3.2662 1.8652 0.1 -0.1 0.1
N -1.4902 -1.9876 -0.1442 -0.1 -0.2 0.1
C -1.9181 -0.7352 -0.5368 -0.2 0.7 0.8
C -2.0819 -0.3397 -1.9064 0.1 -0.2 -0.5
O -2.4618 0.7597 -2.2672 0.0 -0.2 -0.1
C -1.8355 -1.4055 -2.9920 -0.3 0.5 -0.5
O -0.7104 -2.2673 -2.8130 -0.3 -0.4 0.2
C 0.4982 -1.7215 -2.9719 0.3 -0.1 -0.3
O 0.6908 -0.5521 -3.1671 -0.2 -0.1 -0.1
C 1.5922 -2.7693 -2.9207 -0.2 0.1 0.0
C 2.8672 -2.1232 -2.4248 -0.4 0.5 0.5
S 2.5247 -1.4008 -0.7629 0.7 -0.2 0.2
O 3.6801 -1.6573 0.0565 0.3 0.2 -0.2
O 1.2690 -1.9575 -0.3124 -0.2 0.2 -0.2
C 2.3467 0.3619 -0.9898 0.1 -0.5 0.0
C 3.4078 1.0796 -1.5037 0.1 0.0 0.0
C 3.2588 2.4381 -1.7218 0.0 -0.1 0.0
C 2.0567 3.0755 -1.4338 0.0 -0.1 0.0
C 1.8790 4.5405 -1.6849 0.0 0.0 0.0
C 1.0089 2.3310 -0.8993 0.2 -0.1 0.0
C 1.1525 0.9759 -0.6725 -0.1 -0.1 0.1
C -2.1533 0.0074 0.6249 0.1 -0.4 -0.4
C -2.6459 1.4051 0.6855 -0.1 0.2 -0.2
H -0.3273 0.6105 5.3094 0.1 0.0 0.0
H -1.0733 1.8414 6.3378 0.0 0.1 0.1
H -0.5023 2.2684 4.7160 0.1 0.1 0.0
H -2.7818 0.3193 5.3301 0.0 0.2 -0.1
H -3.0003 2.0020 4.7556 0.0 -0.1 0.0
H -0.9964 -3.1655 2.9395 0.0 -0.1 0.0
H 0.1757 -3.3657 1.6193 0.1 -0.1 0.0
H -1.4014 -4.1598 1.5217 0.0 -0.1 0.0
H -1.1275 -2.6876 -0.7719 0.0 0.1 0.1
H -1.7379 -0.8693 -3.9414 -0.1 -0.1 0.2
H -2.7023 -2.0712 -3.0328 0.1 0.1 0.0
H 1.2823 -3.5750 -2.2560 0.0 0.0 -0.1
H 1.7227 -3.1755 -3.9278 0.0 0.0 0.0
H 3.6773 -2.8345 -2.2953 0.1 0.0 0.1
H 3.1735 -1.3016 -3.0661 0.1 0.0 -0.1
H 4.3390 0.5775 -1.7178 0.2 0.0 -0.1
H 4.0825 3.0074 -2.1273 0.1 0.1 0.0
H 1.6766 5.0613 -0.7500 0.0 0.1 0.0
H 1.0302 4.7060 -2.3460 0.0 0.1 -0.1
H 2.7668 4.9724 -2.1387 0.0 0.1 0.0
H 0.0703 2.8133 -0.6731 -0.1 0.1 0.0
H 0.3529 0.3853 -0.2581 -0.2 0.0 0.0
H -1.9239 2.0307 1.2074 0.0 0.1 0.0
H -2.8082 1.7861 -0.3177 0.0 0.1 0.1
H -3.5763 1.4493 1.2491 0.0 0.1 0.0

=====

Let's list M in order: 82.1; 1253.3; 97.1; 198.1; 435.5 g/mol.